[1]
# C10H11N2O2

An isolated ion of composition C10H11N2O2 and charge +1 (wB97M-V/def2-TZVPD, OMol25).

Each line ends with the Mulliken charge.
Element x y z (Å)
C: 3.17 1.31 -0.04  -0.415
C: 1.99 1.84 0.51  -0.399
C: 3.13 -0.03 -0.35  -0.746
C: 0.84 1.07 0.78  -0.368
C: 1.94 -0.79 -0.32  -0.411
C: 0.80 -0.21 0.29  1.444
C: -2.55 -0.35 -1.16  -0.342
C: -2.18 0.53 0.99  -0.596
C: -1.35 -0.75 -1.57  -0.619
C: -0.38 -1.04 0.64  -0.208
N: -1.36 -0.52 1.40  -0.096
N: -2.78 0.62 -0.21  0.571
O: -3.73 1.38 -0.38  -0.597
O: -0.41 -2.40 0.55  -0.422
H: 4.02 2.05 0.01  0.341
H: 2.05 2.99 0.67  0.286
H: 4.17 -0.41 -0.66  0.296
H: 0.04 1.39 1.37  0.524
H: 1.84 -1.70 -0.90  0.306
H: -3.43 -0.74 -1.60  0.419
H: -2.65 1.01 1.76  0.610
H: -1.03 -1.44 -2.31  0.400
H: -0.51 0.00 -1.42  0.354
H: -1.84 -1.19 2.03  0.351
H: 0.22 -2.63 -0.10  0.318

Output
total charge	+1
SMILES string	C=C/[N+]([O-])=C\[NH+]=C(\O)c1ccccc1
ΔE to the lowest compared entry with this formula, charge and spin	466.4	kJ/mol
molecular weight	191.210	g mol⁻¹
calculated total energy	-647.20256	Ha
maximum force	3.94	eV/Å

***

[2]
# C10H11N3S

A single C10H11N3S molecule (wB97M-V/def2-TZVPD, OMol25).

Each line ends with the Mulliken charge.
Element x y z (Å)
C: 3.24 -0.57 -0.50  -0.691
C: 2.47 -1.74 -0.41  -0.682
C: 2.66 0.68 -0.44  -0.439
C: 1.09 -1.71 -0.28  -0.759
C: 1.22 0.74 -0.30  0.162
C: 0.51 -0.47 -0.19  1.358
C: 0.32 1.88 -0.17  0.071
C: -2.00 -0.86 -0.21  0.378
C: -1.89 -2.18 0.47  -1.047
C: -2.00 1.91 0.70  -1.121
N: 0.68 3.11 -0.26  -0.699
N: -0.84 -0.08 -0.12  0.448
N: -1.00 1.31 -0.11  -0.175
S: -3.35 -0.14 -0.85  -0.306
H: 4.29 -0.56 -0.39  0.403
H: 3.09 -2.63 -0.61  0.321
H: 3.23 1.57 -0.53  0.489
H: 0.58 -2.71 -0.36  0.169
H: -2.89 -2.69 0.38  0.337
H: -1.08 -2.71 -0.06  0.120
H: -1.59 -1.92 1.41  0.438
H: -2.91 2.25 0.26  0.298
H: -2.29 1.03 1.53  0.295
H: -1.49 2.72 1.29  0.403
H: -0.05 3.76 -0.26  0.231

Output
SMILES string	[H]/N=c1/c2ccccc2n(C(C)=S)n1C
ΔE to the lowest compared entry with this formula, charge and spin	141.0	kJ/mol
molecular weight	205.286	g mol⁻¹
calculated total energy	-950.02206	Ha
maximum force	5.01	eV/Å

***

[3]
# C10H11NS2

A single C10H11NS2 molecule (wB97M-V/def2-TZVPD, OMol25).

Each line ends with the Mulliken charge.
Element x y z (Å)
C: 1.92 -1.94 0.60  -1.026
C: 2.86 -0.94 0.63  -0.425
C: 0.69 -1.59 0.07  -0.042
C: 2.63 0.28 0.12  -0.823
C: 0.37 -0.42 -0.53  0.200
C: 1.35 0.65 -0.43  1.159
C: -2.92 -1.50 0.39  -0.374
C: -2.64 -0.49 1.19  -0.186
C: -1.15 -0.09 -1.04  -0.118
C: 1.18 2.02 -0.89  -1.448
N: -2.88 1.80 0.00  -0.656
S: -2.30 -1.45 -1.25  -0.146
S: -1.66 0.94 0.47  0.199
H: 1.90 -2.88 1.08  0.403
H: 3.82 -1.05 0.95  0.448
H: -0.08 -2.38 0.09  0.205
H: 3.42 0.98 0.26  0.303
H: -3.64 -2.17 0.76  0.438
H: -2.69 -0.37 2.26  0.340
H: -1.01 0.70 -1.90  0.392
H: 2.09 2.61 -0.53  0.341
H: 1.21 1.99 -2.01  0.292
H: 0.31 2.59 -0.56  0.296
H: -2.80 2.71 0.31  0.229

Output
ΔE to the lowest compared entry with this formula, charge and spin	306.6	kJ/mol
molecular weight	209.339	g mol⁻¹
calculated total energy	-1238.65019	Ha
maximum force	3.54	eV/Å

***

[4]
# C10H11O2

An isolated ion of composition C10H11O2 and charge +1 (wB97M-V/def2-TZVPD, OMol25).

Each line ends with the Mulliken charge.
Element x y z (Å)
C: 1.97 -1.20 -1.33  -0.406
C: 0.12 0.31 -0.90  0.536
C: -0.06 -0.43 0.26  0.409
C: 1.19 -0.14 -1.77  0.952
C: 0.69 -1.55 0.52  0.640
C: -0.40 2.26 -2.30  -0.748
C: -1.04 1.14 1.80  -0.557
C: -0.77 1.41 -1.29  -0.504
C: -1.25 -0.02 1.20  -1.094
C: 0.45 -2.43 1.72  -1.118
O: 1.70 -1.91 -0.22  -0.315
O: 1.59 0.52 -2.85  -0.503
H: 2.88 -1.57 -1.97  0.244
H: -1.12 3.07 -2.58  0.294
H: 0.66 2.54 -2.65  0.247
H: -1.82 1.57 2.38  0.349
H: -0.41 1.98 1.58  0.349
H: -1.72 1.29 -0.84  0.526
H: -2.18 -0.60 1.40  0.343
H: 1.38 -2.87 2.15  0.345
H: -0.30 -3.25 1.58  0.287
H: 0.06 -1.64 2.46  0.380
H: 2.41 0.15 -3.30  0.343

Output
total charge	+1
ΔE to the lowest compared entry with this formula, charge and spin	0.0	kJ/mol
molecular weight	163.196	g mol⁻¹
calculated total energy	-537.76536	Ha
maximum force	3.54	eV/Å

***

[5]
# C10H11O2S

An isolated ion of composition C10H11O2S and charge -1 (wB97M-V/def2-TZVPD, OMol25).

Each line ends with the Mulliken charge.
Element x y z (Å)
C: -2.04 -1.29 -0.09  -1.024
C: -3.27 -0.90 -0.43  -0.225
C: -1.35 -0.15 0.48  0.796
C: -2.19 0.97 0.58  -0.892
C: 1.26 2.66 -0.30  0.910
C: 0.06 -0.05 0.99  -0.867
C: 1.70 1.38 -0.61  -1.722
C: 1.17 0.09 -0.12  2.286
C: 0.66 -0.84 -1.28  -1.817
C: 2.49 -0.68 0.48  -1.627
O: 0.73 3.69 -0.60  -0.684
O: 2.31 2.35 0.53  -0.485
S: -3.79 0.67 0.00  -0.183
H: -1.49 -2.12 -0.32  0.514
H: -4.05 -1.51 -0.87  0.404
H: 0.02 0.79 1.72  0.426
H: 0.16 -1.04 1.52  0.276
H: -2.01 1.86 1.01  0.546
H: -0.26 -0.63 -1.82  0.414
H: 0.47 -1.83 -0.86  0.312
H: 1.34 -1.04 -2.09  0.466
H: 3.30 -0.68 -0.22  0.475
H: 2.14 -1.69 0.95  0.306
H: 2.63 -0.01 1.34  0.394

Output
total charge	-1
SMILES string	CC(C)(Cc1ccsc1)C1=C([O-])O1
ΔE to the lowest compared entry with this formula, charge and spin	454.7	kJ/mol
molecular weight	195.263	g mol⁻¹
calculated total energy	-936.22073	Ha
maximum force	4.24	eV/Å

***

[6]
# C10H11OS

An isolated ion of composition C10H11OS and charge -1 (wB97M-V/def2-TZVPD, OMol25).

Each line ends with the Mulliken charge.
Element x y z (Å)
C: 4.37 -1.75 -0.86  -1.076
C: 3.12 -0.89 -0.93  0.850
C: 1.90 -1.51 -0.60  -0.844
C: 0.62 -0.78 -0.53  -0.382
O: 3.19 0.31 -1.30  -0.794
H: 4.13 -2.83 -0.85  0.283
H: 5.03 -1.54 -1.70  0.298
H: 4.92 -1.52 0.06  0.204
H: 1.89 -2.58 -0.39  0.152
H: -0.21 -1.44 -0.85  0.361
H: 0.66 0.17 -1.09  0.271
S: 0.19 -0.26 1.19  -0.223
C: -1.30 0.58 0.94  0.047
C: -2.51 -0.14 1.07  -0.384
C: -3.72 0.51 0.86  -0.387
C: -3.73 1.85 0.47  -0.389
C: -2.54 2.60 0.44  -0.377
C: -1.32 1.96 0.66  -0.340
H: -2.45 -1.20 1.33  0.358
H: -4.65 -0.05 1.00  0.323
H: -4.67 2.33 0.21  0.335
H: -2.56 3.68 0.26  0.326
H: -0.36 2.50 0.62  0.389

Output
total charge	-1
SMILES string	C/C([O-])=C/CSc1ccccc1
molecular weight	179.264	g mol⁻¹
calculated total energy	-861.09286	Ha
maximum force	1.94	eV/Å

***

[7]
# C10H12BCl2N7OPtS

C10H12BCl2N7OPtS as an isolated structure (wB97M-V/def2-TZVPD, OMol25).

Each line ends with the Mulliken charge.
Element x y z (Å)
Pt: 0.06 -0.06 0.54  0.776
C: 2.32 -1.56 -3.18  -0.943
C: 1.93 -0.44 -2.44  -0.597
N: 1.46 -0.80 -1.26  -0.422
N: 1.50 -2.14 -1.21  0.541
C: 2.03 -2.62 -2.35  -0.235
B: 0.94 -2.95 -0.01  -0.157
N: 1.55 -2.42 1.30  0.595
C: 2.35 -3.01 2.21  -0.270
C: 2.56 -2.12 3.25  -0.841
C: 1.84 -0.98 2.90  -0.260
N: 1.25 -1.18 1.72  -0.358
N: -0.61 -2.80 0.13  0.331
C: -1.56 -3.70 -0.13  -0.150
C: -2.80 -3.14 0.13  -0.899
C: -2.51 -1.84 0.55  -0.226
N: -1.20 -1.66 0.56  -0.495
H: 2.74 -1.60 -4.17  0.409
H: 1.95 0.61 -2.72  0.638
H: 2.15 -3.69 -2.50  0.426
H: 1.21 -4.10 -0.16  -0.124
H: 2.70 -4.01 2.05  0.471
H: 3.15 -2.28 4.13  0.411
H: 1.72 -0.04 3.41  0.452
H: -1.30 -4.69 -0.47  0.455
H: -3.76 -3.60 0.03  0.395
H: -3.17 -1.04 0.85  0.480
O: -1.56 3.43 -1.38  -0.529
S: -1.78 1.99 -1.47  0.080
N: -1.09 1.07 -0.57  -0.037
Cl: 4.32 -0.31 0.75  -0.114
C: 3.87 1.22 0.00  -0.200
Cl: 2.45 1.97 0.76  -0.109
H: 3.64 1.03 -1.04  0.106
H: 4.70 1.91 0.11  0.400

Output
ΔE to the lowest compared entry with this formula, charge and spin	122.9	kJ/mol
molecular weight	555.117	g mol⁻¹
calculated total energy	-2309.55505	Ha
maximum force	0.37	eV/Å

***

[8]
# C10H12BrNO2

A single C10H12BrNO2 molecule (wB97M-V/def2-TZVPD, OMol25).

Each line ends with the Mulliken charge.
Element x y z (Å)
C: 2.71 -1.66 -0.45  -0.361
C: 2.18 -0.99 -1.53  -0.620
C: 1.87 -2.15 0.58  -0.870
C: 0.82 -0.77 -1.55  -0.285
C: 0.47 -1.85 0.54  -0.054
C: -0.07 -1.14 -0.52  0.626
C: -0.86 1.80 -0.18  -1.629
C: -1.87 0.49 1.58  -1.438
C: -1.41 -0.77 -0.73  -0.952
C: -1.75 0.69 0.12  0.927
N: -3.08 1.05 -0.53  0.996
O: -2.96 1.15 -1.73  -0.626
O: -4.05 1.30 0.16  -0.603
Br: -2.77 -1.91 0.21  -0.114
H: 3.77 -1.67 -0.33  0.383
H: 2.76 -0.52 -2.37  0.314
H: 2.39 -2.70 1.35  0.382
H: 0.44 -0.39 -2.52  0.276
H: -0.17 -2.38 1.16  0.489
H: 0.00 1.57 0.47  0.471
H: -1.31 2.86 -0.15  0.345
H: -0.51 1.73 -1.25  0.360
H: -2.88 0.31 1.67  0.582
H: -1.62 1.55 1.97  0.382
H: -1.28 -0.31 2.23  0.212
H: -1.61 -0.58 -1.75  0.807

Output
SMILES string	CC(C)([C@H](Br)c1ccccc1)[N+](=O)[O-]
ΔE to the lowest compared entry with this formula, charge and spin	462.3	kJ/mol
molecular weight	258.115	g mol⁻¹
calculated total energy	-3167.34381	Ha
maximum force	4.90	eV/Å